Formula: C20H12F6FeNO20PS2
Source: the OMol25 dataset
Level of theory: ωB97M-V with the def2-TZVPD basis set

Summary:
ΔE to the lowest compared entry with this formula, charge and spin: 105.85 kcal/mol
HOMO (spin up / spin down): -4.19 / -6.18 eV
Kohn-Sham gap (spin up / spin down): 5.00 / 4.14 eV
<S²>: 8.89
Energy: -145017.7108 eV

```
! wB97M-V def2-TZVPD RIJCOSX def2/J DEFGRID3
* xyz -1 6
Fe -0.73576 1.18000 0.20486
S -3.24165 -0.39191 1.51155
S -2.28925 -1.57940 -0.62280
P -0.60735 3.31073 1.37440
F -4.99405 0.21528 -0.43122
F -1.48843 -3.11071 1.51910
F -4.85475 1.84715 1.03356
F -1.54865 -4.13663 -0.33947
F 0.07022 -2.75951 -0.03558
F -5.95358 0.02490 1.48676
O 0.16669 2.79751 0.16847
O 1.48982 -4.13834 5.17431
O -0.18321 1.89840 1.81591
O -1.06062 1.48511 -1.98101
O 0.12377 4.71696 1.49939
O -1.67642 4.13261 -2.18980
O -1.70826 -1.40117 -1.91764
O 5.17862 -2.80228 -1.83792
O -0.09408 4.06786 -6.68832
O -3.67538 -2.05414 -0.70407
O 3.47447 -1.91819 -3.78631
O 0.88372 0.26118 -0.54975
O -3.59253 -1.75075 1.97467
O 2.90445 0.08600 1.26063
O 0.14162 1.34179 -6.59037
O -2.78666 0.50258 2.61622
O 1.07637 -2.37614 7.16043
O 0.34095 1.07526 4.08366
O -1.67014 2.83906 0.30877
O 0.33435 -0.78851 2.06242
N -1.98903 -0.22519 0.23267
C 1.85776 -0.50254 -0.81476
C 3.28549 -1.60076 -2.46660
C 4.28858 -2.04560 -1.50287
C -0.31388 3.46945 -5.61845
C 2.98324 -0.65919 0.08592
C -0.87916 2.06953 -3.06715
C -1.11179 3.53536 -3.22258
C 0.89286 -2.03854 6.04631
C 1.08447 -2.89049 4.85810
C -0.42708 1.33381 -4.24729
C 4.12489 -1.35936 -0.18155
C -0.23031 1.93508 -5.47032
C 0.45738 -0.25376 4.37622
C -0.90262 4.13424 -4.43669
C -4.84230 0.49677 0.84134
C 0.84120 -2.56000 3.59644
C 0.54560 -1.14567 3.19338
C -1.20340 -2.97104 0.22483
C 0.62073 -0.64122 5.67078
C 2.15441 -0.96583 -2.14553
H -1.73301 3.55829 -1.42263
H 1.42582 -0.80542 -2.92646
H 4.94479 -1.41488 0.51922
H 1.00154 -3.25029 2.78146
H 0.13991 1.20731 3.15428
H 3.74122 0.03859 1.72878
H 4.34379 -2.31142 -3.89234
H 0.60693 0.19526 6.35379
H -0.28865 0.26763 -4.14486
H 1.39032 -4.35431 6.10440
H 0.14344 1.96835 -7.31771
H -0.97741 5.21110 -4.47097
*
```

***

Formula: C20H13F5NO2ReS4Sb
Source: the OMol25 dataset
Level of theory: ωB97M-V with the def2-TZVPD basis set

Summary:
ΔE to the lowest compared entry with this formula, charge and spin: 42.46 kcal/mol
HOMO: -15.75 eV
Kohn-Sham gap: 4.54 eV
Energy: -92101.6051 eV

```
! wB97M-V def2-TZVPD RIJCOSX def2/J DEFGRID3
* xyz 3 1
Re 1.56694 1.10658 2.87283
Sb 4.30139 5.13980 5.19507
S 2.19738 0.03912 4.51481
S 2.57260 6.38607 5.31698
S 2.53414 2.94342 2.75603
S 6.05464 3.92436 5.11885
F -0.25468 3.78677 2.46451
F -4.32398 2.25047 4.06395
F -3.27401 -0.16769 4.62750
F -2.82562 4.20707 2.99120
F -0.69096 -0.63944 4.12566
O 1.67447 0.15575 1.31139
O -1.18963 -0.56920 -2.15585
N 1.39830 0.20526 -2.72080
C 1.59918 -0.01708 -1.46226
C 1.29644 -1.06730 0.74352
C -3.06779 2.02873 3.82564
C 0.86026 -2.38946 -1.20623
C -2.51962 0.77842 4.11718
C -0.74934 -0.80027 -3.41305
C -1.19048 0.55992 3.84849
C 0.64370 -3.49323 -0.40063
C 1.06614 -2.15426 1.55623
C -2.56994 -0.84287 -1.88161
C -0.35121 1.55074 3.28415
C 0.32259 -1.10193 -5.99051
C -0.95920 2.79731 2.99617
C 1.19376 -1.14863 -0.65585
C -0.97543 -1.50893 -5.70188
C 0.73625 -3.37413 0.97850
C 0.56933 -0.43169 -3.70171
C -1.51338 -1.35554 -4.43304
C -2.28501 3.04009 3.26401
C 1.08962 -0.54921 -4.98730
H 1.14509 -2.06067 2.63145
H 0.80176 -2.49619 -2.28011
H 0.72572 -1.21095 -6.98664
H 0.55882 -4.23311 1.61152
H 0.40554 -4.44820 -0.84766
H 2.10426 -0.22424 -5.18747
H -2.78680 -1.90412 -2.00407
H 1.93628 0.97615 -3.10544
H -2.72768 -0.55626 -0.84669
H -1.58820 -1.94154 -6.48114
H 2.23828 0.71837 -0.98781
H -2.53339 -1.65750 -4.24918
H -3.21651 -0.25075 -2.52872
*
```

***

Formula: C20H13N5O8SeZr
Source: the OMol25 dataset
Level of theory: ωB97M-V with the def2-TZVPD basis set

Summary:
ΔE to the lowest compared entry with this formula, charge and spin: 0.00 kcal/mol
HOMO (spin up / spin down): -7.82 / -7.82 eV
Kohn-Sham gap (spin up / spin down): 5.78 / 5.78 eV
Energy: -111404.3246 eV

```
! wB97M-V def2-TZVPD RIJCOSX def2/J DEFGRID3
* xyz 0 1
Zr 11.79099 11.95708 12.15300
Se 11.15181 14.12537 11.19430
O 9.74278 11.34025 12.21096
O 5.23187 10.12362 11.75762
O 9.78236 5.26240 13.45750
O 7.73897 4.56985 12.95682
O 12.46832 12.15886 14.15315
O 16.22056 13.56842 14.64284
O 4.61850 7.97084 11.76956
O 11.34786 9.68034 12.21661
N 14.56109 12.54280 13.29553
N 12.51159 11.61758 10.02720
N 13.97625 12.27317 12.09806
N 5.47422 8.87679 11.82558
N 8.62979 5.49007 13.00478
C 11.99112 11.63055 7.71419
C 13.27610 12.94869 16.74998
C 14.55292 12.14480 10.94693
C 8.40470 6.84022 12.66915
C 7.74200 9.47846 12.30586
C 10.14098 10.10940 12.28484
C 13.71094 13.60624 17.87864
C 11.59093 11.62352 9.00177
C 13.80894 11.81862 9.79850
C 6.78494 8.48821 12.15295
C 15.01582 14.03380 18.04458
C 7.10068 7.17177 12.29809
C 9.46585 7.73236 12.58274
C 13.71257 12.50235 14.30754
C 14.09360 12.95531 15.61550
C 15.91949 13.89112 16.98260
C 15.47342 13.40640 15.72794
C 9.08142 9.08405 12.46150
C 13.34746 11.64934 7.47434
C 14.27124 11.93051 8.48165
H 12.94332 13.83893 18.61175
H 10.48993 7.46124 12.69015
H 12.33477 12.52042 16.61162
H 11.27452 11.72692 6.89646
H 10.56336 11.61709 9.32674
H 13.77026 11.55202 6.46688
H 6.41296 6.36703 12.17960
H 15.59607 13.05350 13.76827
H 15.64229 12.24722 10.80075
H 16.85419 14.43520 17.13907
H 15.37620 14.56162 18.98748
H 7.44640 10.56326 12.23216
H 15.33063 12.16440 8.27245
*
```

***

Formula: C20H14AsILaN3S
Source: the OMol25 dataset
Level of theory: ωB97M-V with the def2-TZVPD basis set

Summary:
ΔE to the lowest compared entry with this formula, charge and spin: 4.84 kcal/mol
HOMO: -8.70 eV
Kohn-Sham gap: 7.96 eV
Energy: -106072.4778 eV

```
! wB97M-V def2-TZVPD RIJCOSX def2/J DEFGRID3
* xyz 0 1
La -3.03592 1.13945 -0.58017
I -2.51269 3.89768 -1.53157
As -0.16694 -0.12264 -0.25485
S -2.70440 -0.03836 1.82517
N -3.93993 -0.15553 -2.23394
N -5.67757 -1.25229 -3.55340
N -6.30934 -3.59069 -3.79876
C 0.48036 3.22889 2.23443
C 0.29496 -2.85024 0.31683
C 1.06302 -1.44227 2.12487
C 2.41082 -0.41627 -1.44999
C 1.52820 -2.53510 2.83349
C -0.40073 1.29158 1.10006
C 1.27697 1.58630 -2.04342
C -1.52044 1.25614 1.98138
C 0.52934 2.31458 1.20245
C 3.45064 -0.14479 -2.29079
C 3.43141 1.07682 -2.96671
C -5.93160 -2.53067 -3.67867
C 1.34209 0.39640 -1.30760
C 1.42583 -3.76428 2.25181
C 0.85429 -3.89968 0.98452
C 2.34027 1.98971 -2.88938
C -0.61300 3.16218 3.18568
C 0.43680 -1.59483 0.90091
C -1.64215 2.26850 2.99890
C -4.79301 -0.69104 -2.89312
H -0.61821 3.73748 4.09848
H 2.51192 -1.32151 -0.87598
H 0.48282 2.27942 -1.94551
H 1.27898 2.46593 0.47265
H 2.32176 2.93131 -3.39846
H 1.09847 4.06422 2.33483
H -0.22811 -2.97611 -0.61769
H 1.14892 -0.42184 2.49311
H 4.30947 1.35369 -3.61932
H 1.73918 -4.72272 2.79150
H 4.33142 -0.90143 -2.32921
H 0.64524 -4.86701 0.55691
H -2.58490 2.17011 3.71376
H 1.94579 -2.37109 3.85680
*
```

***

Formula: C20H14AsN3NiO6S4
Source: the OMol25 dataset
Level of theory: ωB97M-V with the def2-TZVPD basis set

Summary:
ΔE to the lowest compared entry with this formula, charge and spin: 4.83 kcal/mol
HOMO (spin up / spin down): -0.82 / -0.81 eV
Kohn-Sham gap (spin up / spin down): 4.46 / 4.44 eV
<S²>: 2.01
Energy: -182943.2572 eV

```
! wB97M-V def2-TZVPD RIJCOSX def2/J DEFGRID3
* xyz -2 3
As 3.25763 3.62169 0.31253
Ni 0.10005 1.64541 0.16189
S 1.18054 2.48745 -1.65989
S 2.53403 3.84481 -2.10823
S 4.47811 1.82356 0.27967
S 1.26668 3.09619 1.29419
O -1.44153 1.96897 1.54972
O -6.48029 -2.86085 0.50916
O 2.78689 -2.99821 5.17261
O -6.68845 -1.19826 1.93382
O 4.68895 -3.41977 4.14573
O -1.25201 0.21142 -0.73573
N 1.31580 -0.00148 -0.27468
N -0.37749 2.83210 -1.85438
N -6.06475 -1.80278 1.03564
C 3.43939 -2.89394 4.14978
C 2.93630 -1.57614 0.59625
C -2.91426 -1.43776 -0.80573
C -4.81197 -1.27769 0.61664
C 3.41866 -2.32039 1.65030
C -2.35524 -0.23949 -0.26839
C 1.59447 0.93146 -3.83954
C 1.56539 0.95263 -2.46521
C 1.81023 -1.33121 3.10340
C -0.84024 2.92892 -3.10012
C 2.91154 -2.19990 2.93443
C -0.21171 2.63203 -4.32506
C 1.32249 -0.57619 2.07716
C 0.90059 1.84964 -4.62363
C 1.87598 -0.69055 0.78083
C -4.35761 -0.10649 1.18593
C 1.78933 -0.08213 -1.50649
C -4.09711 -1.95257 -0.36238
C -3.13793 0.41331 0.79999
C -2.66190 1.57809 1.48864
H -2.32261 -1.91092 -1.57783
H 4.21184 -3.05052 1.43311
H 1.18254 1.86378 -5.67690
H -1.85151 3.35970 -3.16368
H -4.53142 -2.87663 -0.77571
H -0.74328 2.99979 -5.20081
H -3.41672 2.17364 2.01981
H 5.28752 -3.10058 3.41496
H 3.37619 -1.67832 -0.39325
H 2.17142 0.14738 -4.36125
H 0.49030 0.12694 2.24191
H -4.98278 0.36751 1.95351
H 1.36683 -1.26570 4.10350
H 2.28110 -1.00796 -1.86622
*
```

***

Formula: C20H14BrCrIN2O8
Source: the OMol25 dataset
Level of theory: ωB97M-V with the def2-TZVPD basis set

Summary:
ΔE to the lowest compared entry with this formula, charge and spin: 33.15 kcal/mol
HOMO (spin up / spin down): -5.08 / -5.18 eV
Kohn-Sham gap (spin up / spin down): 7.03 / 7.13 eV
<S²>: 3.84
Energy: -146888.8731 eV

```
! wB97M-V def2-TZVPD RIJCOSX def2/J DEFGRID3
* xyz -1 4
I -0.03322 2.22150 1.46703
Br 0.42329 5.59712 0.70721
Cr -0.69879 -0.54177 1.55900
O -2.68814 -0.58129 2.26823
O 3.28208 -1.36436 1.10814
O 3.25845 -2.60637 -4.87049
O -1.62338 -0.48576 -0.27666
O -2.22497 -1.54846 -2.11520
O 0.81599 -1.12478 0.62480
O 4.58507 -2.17697 -0.39429
O 1.24418 -2.12349 -5.47414
N 3.49069 -1.76309 -0.02557
N 2.10647 -2.27104 -4.61700
C 0.36997 -0.86257 3.49812
C 0.42584 -1.75410 -2.91222
C -0.29423 4.49736 -0.65948
C 1.75581 -2.03006 -3.26847
C 2.74162 -2.05311 -2.29302
C -0.57567 5.06217 -1.89184
C -2.21796 -1.64415 1.91302
C 0.08881 -1.47275 -1.61254
C -0.74805 -0.51156 4.32884
C -0.54168 3.15369 -0.41174
C 1.08831 -1.42480 -0.58106
C -1.36917 -1.17836 -1.32530
C -0.62768 0.80838 4.70298
C -2.97102 -2.91439 1.74778
C 1.22818 0.27848 3.50338
C 2.43539 -1.75195 -0.97875
C 0.59248 1.30751 4.19350
C -1.10986 4.27561 -2.89713
C -1.37785 2.93907 -2.65885
C -1.09636 2.38552 -1.42285
H -1.32531 1.34913 -1.23619
H 0.76878 -1.87106 3.43981
H -0.37821 6.10974 -2.05686
H 3.76045 -2.29199 -2.56480
H -2.40503 -3.74922 2.15552
H -1.51618 -1.19796 4.65946
H -3.96196 -2.85661 2.20293
H -1.80814 2.31896 -3.42917
H 2.21653 0.31028 3.07511
H 0.99905 2.28575 4.39660
H -1.32106 4.71169 -3.86045
H -1.34285 1.37630 5.27561
H -3.07111 -3.07455 0.67152
H -0.34956 -1.76171 -3.66452
*
```

***

Formula: C20H14BrHgNO5
Source: the OMol25 dataset
Level of theory: ωB97M-V with the def2-TZVPD basis set

Summary:
ΔE to the lowest compared entry with this formula, charge and spin: 0.00 kcal/mol
HOMO (spin up / spin down): -5.43 / -5.83 eV
Kohn-Sham gap (spin up / spin down): 8.18 / 6.48 eV
<S²>: 0.75
Energy: -106913.9688 eV

```
! wB97M-V def2-TZVPD RIJCOSX def2/J DEFGRID3
* xyz -1 2
Hg 2.46554 1.84561 -1.56120
Br 0.97441 -2.55815 3.26772
O 1.23496 -0.35727 -1.47467
O -0.06251 2.00317 -0.97854
O 3.65195 1.10612 0.29341
O 5.78539 0.39024 0.11700
O -0.23237 -1.45789 -0.15384
N 5.05873 -2.63135 2.86179
C -2.76908 1.72934 0.40348
C 5.28222 -1.63012 2.00611
C -1.62979 0.92448 0.44633
C -3.50140 2.00362 1.54847
C -2.97431 -0.40303 -4.36304
C 3.79527 -2.87025 3.20802
C 2.96468 -1.10648 1.81190
C -3.10035 1.47121 2.76686
C 0.19020 -0.49648 -0.78719
C 2.73501 -2.13871 2.70013
C -1.16356 0.80059 -3.33320
C 4.63144 0.31015 0.52685
C 4.27969 -0.83861 1.46100
C -1.83880 0.38384 -4.47369
C -2.73881 -0.37259 -1.96604
C -1.97966 0.65598 2.81773
C -1.61163 0.44097 -2.06524
C -0.81018 0.78802 -0.82754
C -1.24004 0.39405 1.67144
C -3.41654 -0.78323 -3.10164
H -4.28856 -1.41863 -3.00406
H -3.08668 2.14319 -0.54778
H -3.50275 -0.72778 -5.25085
H 3.61641 -3.67735 3.90993
H -0.24466 1.36481 -3.44909
H -0.32866 2.42633 -1.80307
H -3.06706 -0.70040 -0.98814
H -0.37534 -0.24844 1.73019
H 2.16468 -0.51606 1.38817
H -1.45884 0.65850 -5.45001
H -1.67338 0.20933 3.75626
H 6.31055 -1.43299 1.72991
H -4.38563 2.62721 1.48794
H -3.66054 1.68906 3.66821
*
```

***

Formula: C20H14Cl3NO4S
Source: the OMol25 dataset
Level of theory: ωB97M-V with the def2-TZVPD basis set

Summary:
ΔE to the lowest compared entry with this formula, charge and spin: 14.00 kcal/mol
HOMO: -7.10 eV
Kohn-Sham gap: 4.56 eV
Energy: -79042.3449 eV

```
! wB97M-V def2-TZVPD RIJCOSX def2/J DEFGRID3
* xyz 0 1
Cl 6.60432 -0.99811 -4.04631
Cl 6.42482 4.06327 5.86483
Cl 3.45790 0.52950 1.31158
S 1.11203 0.00171 2.92903
O -5.47607 -1.05041 1.92399
O 1.36854 1.34782 3.40394
O -5.45542 1.14847 1.86910
O 1.25296 -1.13479 3.81669
N -4.87219 0.04565 1.97710
C 6.50399 0.51056 4.05675
C 2.04142 -0.24851 1.48087
C 6.17512 0.82314 2.70732
C -1.39732 -1.19584 2.47741
C -3.46242 0.03540 2.16435
C 6.58077 -1.66265 -0.12053
C 6.01040 2.18986 2.37224
C 6.57561 1.49693 5.03266
C -2.74966 1.24313 2.23173
C -0.67853 0.01193 2.54241
C 6.55789 0.54134 -1.83681
C 5.94587 -0.25413 1.78038
C 6.55335 0.74270 -0.45926
C 6.37539 -0.35816 0.42180
C 6.36882 2.83962 4.67389
C -1.36775 1.23080 2.41438
C -2.77862 -1.18458 2.28802
C 6.68848 -1.86269 -1.48875
C 6.59252 -0.75987 -2.35494
C 6.16721 3.18535 3.33154
H 1.58964 -0.68431 0.59677
H -0.83574 2.17824 2.48326
H 6.64500 1.75020 -0.06885
H 6.08507 4.23020 3.05025
H -3.29138 2.18038 2.15970
H 5.68807 2.47246 1.37421
H 6.80404 -2.85898 -1.90772
H 6.52134 1.38637 -2.51754
H -3.34348 -2.11046 2.25797
H 6.66543 -0.53732 4.32768
H -0.88972 -2.15175 2.59867
H 6.61137 -2.51969 0.55900
H 5.59340 -1.17942 2.23143
H 6.77641 1.24707 6.07134
*
```